# 1
The following is a quantum chemistry calculation of a 2-piece molecular cluster, C8H10O3S overall, from OMol25.

The geometry in XYZ format:
```
22
Properties=species:S:1:pos:R:3:lowdin_charge:R:1
S -3.191 1.638 0.291 0.721
O -3.789 0.277 0.318 -0.554
O -1.797 1.469 -0.231 -0.530
O -1.012 -2.373 -0.249 -0.010
C 0.721 -1.214 -1.296 0.011
C 0.868 0.588 0.899 -0.031
C -2.162 -2.557 0.399 0.107
C 2.826 1.788 -0.350 -0.062
C -0.179 -0.356 0.842 -0.020
C -0.193 -1.280 -0.228 -0.258
C 1.764 0.744 -0.184 -0.247
C 1.689 -0.204 -1.244 -0.042
H 3.720 1.599 0.327 0.103
H -0.772 -0.341 1.779 0.131
H -2.699 -1.940 1.248 0.128
H 0.939 1.228 1.751 0.108
H 2.252 -0.041 -2.149 0.103
H -2.660 -3.443 0.109 0.068
H 2.508 2.828 -0.193 0.084
H 3.245 1.733 -1.338 0.057
H 0.794 -2.022 -2.123 0.153
H -2.873 1.878 1.622 -0.019
```

Kohn-Sham gap (alpha / beta)	0.1473 / 0.2946	Eh
energy relative to the best compared isomer or geometry (same formula, charge and spin)	44.8	kcal per mole
F_max	2.852	eV Å⁻¹
energy	-25430.3141	eV

=====

# 2
The following is a quantum chemistry calculation of a single C8H10O3S molecule, from OMol25.

The geometry in XYZ format:
```
22
Properties=species:S:1:pos:R:3:lowdin_charge:R:1
S 3.559 1.398 0.683 0.912
O 3.311 -0.058 -0.241 -0.448
O 1.852 -1.822 0.275 -0.052
O 4.906 1.758 0.776 -0.499
C 3.049 -1.476 -0.320 -0.246
C -1.183 -0.105 -1.077 -0.052
C 0.039 -0.683 1.329 -0.040
C -1.827 0.130 0.142 -0.256
C 0.084 -0.708 -1.119 0.033
C 0.642 -1.129 0.156 -0.208
C -3.227 0.827 0.017 -0.047
C -1.174 -0.085 1.350 -0.064
H -1.728 0.267 2.272 0.141
H -1.535 0.201 -2.047 0.105
H -3.987 0.261 0.577 0.078
H 3.126 -1.730 -1.360 0.118
H 0.390 -0.738 -2.082 0.073
H -3.047 1.805 0.395 0.055
H 3.264 0.718 2.039 0.034
H 0.523 -0.895 2.279 0.123
H 3.932 -2.025 0.231 0.164
H -3.593 1.045 -1.005 0.077
```

Kohn-Sham gap	0.3439	Eh
energy relative to the best compared isomer or geometry (same formula, charge and spin)	2.4	kcal per mole
F_max	5.981	eV Å⁻¹
energy	-25432.1538	eV

=====

# 3
The following is a quantum chemistry calculation of a 2-piece molecular cluster, C8H10OS2 overall, from OMol25.

The geometry in XYZ format:
```
21
Properties=species:S:1:pos:R:3:lowdin_charge:R:1
S 2.279 -1.704 1.021 0.314
S 2.621 -3.463 0.281 0.213
O 2.190 -1.587 2.466 -0.496
C 0.225 -0.490 0.204 -0.072
C -2.007 0.842 -0.515 -0.278
C -0.592 -0.087 1.212 -0.080
C 0.028 -0.313 -1.129 -0.085
C -1.127 0.377 -1.485 -0.040
C -1.740 0.602 0.829 -0.034
C -3.227 1.616 -0.915 -0.050
C 3.655 -0.594 0.482 -0.231
H -3.586 1.300 -1.890 0.077
H -2.431 0.945 1.583 0.115
H -4.025 1.492 -0.188 0.078
H -1.339 0.544 -2.529 0.114
H 3.308 0.431 0.562 0.050
H 4.493 -0.764 1.152 0.057
H -0.368 -0.291 2.246 0.110
H -2.986 2.679 -0.974 0.087
H 3.918 -0.846 -0.539 0.041
H 0.710 -0.687 -1.874 0.111
```

Kohn-Sham gap (alpha / beta)	0.2826 / 0.2828	Eh
energy relative to the best compared isomer or geometry (same formula, charge and spin)	44.6	kcal per mole
F_max	3.138	eV Å⁻¹
energy	-32173.2935	eV

=====

# 4
The following is a quantum chemistry calculation of a 2-piece molecular cluster, C8H10OS2 overall, from OMol25.

The geometry in XYZ format:
```
21
Properties=species:S:1:pos:R:3:lowdin_charge:R:1
S 3.004 -1.068 1.005 0.551
S -0.535 -1.627 3.055 0.824
O -0.571 -2.645 0.730 -0.014
C 0.001 2.222 -0.598 -0.066
C -0.219 1.075 -1.342 -0.037
C -0.470 -1.592 1.304 -0.803
C -0.543 -0.162 -0.786 -0.215
C -0.247 0.865 1.302 -0.081
C -0.385 -0.302 0.594 -0.215
C -1.112 -1.183 -1.690 -0.059
C 0.092 2.079 0.764 -0.075
H -0.370 -1.549 -2.456 0.104
H -0.093 0.799 2.349 0.073
H 0.425 3.104 -1.068 0.111
H -1.962 -0.844 -2.441 0.119
H 2.894 -2.134 0.111 -0.145
H 3.814 -1.691 1.718 -0.302
H -1.752 -1.916 -1.213 0.066
H -0.666 -3.046 3.070 -0.040
H 0.347 2.990 1.276 0.107
H -0.374 1.186 -2.366 0.094
```

Kohn-Sham gap	0.3459	Eh
energy relative to the best compared isomer or geometry (same formula, charge and spin)	6.8	kcal per mole
F_max	3.663	eV Å⁻¹
SMILES	Cc1ccccc1C(=O)S.S
energy	-32174.9332	eV

=====

# 5
The following is a quantum chemistry calculation of a 2-piece molecular cluster, C8H10S overall, from OMol25.

The geometry in XYZ format:
```
19
Properties=species:S:1:pos:R:3:lowdin_charge:R:1
S 1.725 -0.312 -0.591 0.681
C -0.806 0.871 -0.116 -0.315
C 4.015 -0.825 0.400 0.014
C -2.840 -0.431 0.059 -0.086
C -2.130 -1.611 -0.093 -0.093
C -2.185 0.789 0.038 -0.052
C -0.093 2.185 -0.105 -0.086
C -0.127 -0.331 -0.273 -0.525
C -0.758 -1.561 -0.252 -0.130
H 0.461 2.298 0.828 0.084
H 4.405 0.040 -0.092 -0.008
H 0.626 2.234 -0.920 0.054
H -2.751 1.701 0.163 0.109
H 3.860 -0.792 1.459 -0.008
H -2.639 -2.563 -0.072 0.100
H -0.176 -2.464 -0.360 0.094
H -0.796 3.009 -0.197 0.074
H 4.119 -1.778 -0.076 -0.009
H -3.911 -0.461 0.200 0.101
```

Kohn-Sham gap (alpha / beta)	0.2498 / 0.2497	Eh
energy relative to the best compared isomer or geometry (same formula, charge and spin)	70.3	kcal per mole
F_max	2.832	eV Å⁻¹
energy	-19290.5834	eV

=====

# 6
The following is a quantum chemistry calculation of a single C8H10Si molecule, from OMol25.

The geometry in XYZ format:
```
19
Properties=species:S:1:pos:R:3:lowdin_charge:R:1
Si 1.762 -0.831 1.259 0.722
C 0.052 0.120 -0.975 -0.313
C -0.256 1.275 -1.684 -0.070
C 1.144 -0.757 2.879 -0.203
C -2.353 -0.150 -0.400 -0.082
C 1.421 -0.470 -0.768 -0.236
C -1.036 -0.536 -0.339 -0.124
C -2.559 1.122 -1.040 -0.090
C -1.523 1.823 -1.692 -0.093
H 3.191 -1.096 1.293 -0.091
H -3.078 -0.662 0.301 0.120
H 1.877 -0.675 3.569 -0.058
H 1.424 -1.469 -1.165 0.054
H 0.103 -0.644 3.335 0.044
H -1.657 2.801 -2.154 0.103
H -3.522 1.650 -1.145 0.096
H 0.607 1.732 -2.102 0.099
H -0.795 -1.587 0.032 0.116
H 2.221 0.003 -1.153 0.005
```

multiplicity	3
Kohn-Sham gap (alpha / beta)	0.2267 / 0.2478	Eh
energy relative to the best compared isomer or geometry (same formula, charge and spin)	5.0	kcal per mole
F_max	6.079	eV Å⁻¹
energy	-16329.9360	eV